{"formula": "C5H13IN5O2P2", "method": "ωB97M-V/def2-TZVPD", "elements": ["N", "C", "C", "O", "P", "N", "C", "C", "N", "C", "N", "P", "O", "I", "H", "H", "H", "H", "H", "H", "H", "H", "H", "N", "H", "H", "H", "H"], "coordinates": [[-3.138615, -0.846792, 2.441415], [-2.299484, -1.087275, 1.596441], [-1.362817, -0.868235, 0.283266], [-0.403425, -1.996843, 0.350963], [-2.315151, -1.142526, -1.348648], [-3.546287, -0.148032, -1.566746], [-0.467666, 0.462824, 0.349489], [0.319512, 0.384040, 1.771575], [1.091346, 0.340342, 2.703837], [0.587901, 0.654129, -0.847854], [1.739289, -0.282163, -0.844983], [-1.473222, 2.107630, 0.454410], [-3.139314, 1.810316, 0.699928], [-1.413423, 3.280400, -1.740511], [-0.966322, -2.802274, 0.458527], [-2.833634, -2.488478, -1.273073], [-1.432700, -1.061410, -2.501519], [-3.418939, 0.363438, -2.453300], [0.036693, 0.514339, -1.852702], [1.030481, 1.719906, -0.738032], [2.278385, -0.269616, 0.027383], [1.504502, -1.232027, -1.157567], [-3.301603, 1.665280, 1.661383], [4.585174, 0.184587, 0.705047], [4.016777, -0.050986, 1.527188], [4.196099, 1.015691, 0.247425], [5.548488, 0.375624, 0.999218], [4.577965, -0.601888, 0.047446]], "atomic_forces_ev_per_a": [[4.6646, -1.7416, -4.3455], [-3.3601, 3.2097, 1.5701], [1.1482, -1.9506, 1.7533], [-1.4049, 0.1766, -0.2350], [-2.9383, 1.9307, -1.1704], [1.6778, -0.7423, -0.3362], [-0.3975, -1.1533, 1.0823], [2.9170, 0.0497, 1.7037], [-3.9621, 0.2191, -4.9375], [0.5286, -0.3134, 0.2686], [-0.0326, 0.4204, -0.3178], [-1.6060, 1.2082, 1.4732], [2.2552, -0.2406, -0.1403], [-0.3419, -0.7722, 0.3681], [0.7984, 0.6405, -0.0456], [1.1022, 0.3723, 0.4472], [0.1711, -0.6279, 1.2427], [-0.2353, -0.1384, 0.6655], [0.9204, 0.5919, 1.7386], [-1.0517, -1.6866, -0.3997], [-1.1199, -0.3553, -0.3916], [0.0944, 0.6451, 0.6478], [0.1772, 0.1922, -0.7225], [0.1264, 0.0055, 0.0918], [-0.0081, 0.0637, 0.0265], [-0.0013, -0.1039, -0.0249], [-0.0938, -0.0174, 0.0028], [-0.0280, 0.1180, -0.0152]], "e_tot_ev": -43608.4239, "homo_lumo_gap_ev": 7.07, "lumo_ev": -4.29, "homo_ev": -11.355, "total_charge": 1}